1.
An isolated molecule of C2H4N2O2 at a distorted geometry. Source: OMol25; level of theory: ωB97M-V/def2-TZVPD.

orbital gap (alpha / beta)	7.233 / 7.381	eV
energy above the lowest of the compared OMol25 structures with the same formula, charge and spin	265.8	kJ/mol

```
! RIJCOSX wB97M-V def2-TZVPD def2/J DEFGRID3
* xyz 0 3
C -0.758 -1.154 0.032
C -0.119 0.052 -0.068
N -0.717 1.314 -0.157
N 1.368 -0.060 -0.174
O 1.881 -1.156 -0.118
O 1.863 1.015 -0.023
H -0.088 -2.018 -0.062
H -1.801 -1.233 -0.068
H -1.491 1.256 0.411
H -0.139 1.985 0.229
*
```

=====

2.
A structure of composition C33H37Br4NO3RhS3Si3 at a distorted geometry. Source: OMol25; level of theory: ωB97M-V/def2-TZVPD.

orbital gap (alpha / beta)	6.513 / 6.231	eV

```
! RIJCOSX wB97M-V def2-TZVPD def2/J DEFGRID3
* xyz -1 5
Rh 0.255 -0.169 -0.215
Br 4.325 3.900 4.089
C 2.894 2.896 3.386
C 1.633 2.894 4.062
Br 1.417 3.921 5.627
C 0.576 2.191 3.556
Br -1.126 2.196 4.347
C 0.692 1.441 2.337
O -0.248 0.793 1.831
C 1.989 1.431 1.661
O 2.120 0.760 0.606
C 3.062 2.185 2.230
Br 4.685 2.135 1.280
C -2.391 -1.222 2.889
Si -0.777 -2.177 2.668
C -1.266 -3.919 3.240
C 0.426 -1.564 3.986
C -0.051 -2.234 0.968
Si 1.622 -3.003 0.837
C 1.646 -4.760 1.559
C 3.031 -2.120 1.714
C 2.264 -3.203 -0.927
Si -1.242 -2.689 -0.312
C -1.284 -4.533 -0.750
C -3.036 -2.226 -0.004
C -0.896 -1.868 -2.027
C -1.794 -1.983 -3.090
C -1.509 -1.393 -4.308
C -0.317 -0.704 -4.461
C 0.530 -0.613 -3.373
N 0.248 -1.171 -2.194
H -2.442 -0.871 3.924
H -3.254 -1.868 2.721
H -2.467 -0.350 2.245
H -1.712 -3.881 4.239
H -0.418 -4.604 3.272
H -2.013 -4.348 2.564
H -0.129 -1.310 4.893
H 0.985 -0.679 3.678
H 1.148 -2.343 4.246
H 1.669 -4.732 2.652
H 2.539 -5.299 1.228
H 0.768 -5.335 1.260
H 2.842 -1.944 2.771
H 3.261 -1.162 1.242
H 3.918 -2.757 1.634
H 1.553 -3.689 -1.598
H 3.165 -3.822 -0.882
H 2.534 -2.243 -1.370
H -1.523 -5.108 0.149
H -0.310 -4.873 -1.110
H -2.028 -4.772 -1.516
H -3.442 -2.781 0.843
H -3.634 -2.482 -0.882
H -3.160 -1.160 0.193
H -2.715 -2.534 -2.951
H -2.211 -1.466 -5.131
H -0.053 -0.216 -5.389
H 1.460 -0.063 -3.435
O -0.715 1.474 -1.119
C -0.407 2.745 -1.535
C -0.094 3.673 -0.364
C -0.819 3.729 0.788
C -0.367 4.733 1.685
C 0.698 5.427 1.192
S 1.147 4.864 -0.359
C 0.729 2.766 -2.577
C 0.629 2.993 -3.921
C 1.864 2.860 -4.614
C 2.891 2.552 -3.776
S 2.364 2.412 -2.156
C -1.651 3.283 -2.251
C -2.568 2.522 -2.907
C -3.578 3.296 -3.543
C -3.405 4.634 -3.354
S -2.019 4.955 -2.400
H -1.636 3.047 0.984
H -0.796 4.911 2.661
H 1.262 6.213 1.669
H -0.306 3.240 -4.402
H 1.978 3.002 -5.680
H 3.931 2.407 -4.021
H -2.509 1.443 -2.907
H -4.404 2.875 -4.099
H -4.029 5.442 -3.698
*
```

=====

3.
A structure of composition C27H26N4O7Zr at a distorted geometry. Source: OMol25; level of theory: ωB97M-V/def2-TZVPD.

orbital gap	6.307	eV
energy above the lowest of the compared OMol25 structures with the same formula, charge and spin	66.4	kJ/mol

```
! RIJCOSX wB97M-V def2-TZVPD def2/J DEFGRID3
* xyz 2 1
Zr 1.053 0.096 -0.739
O 2.020 -1.697 -0.494
C 1.266 -2.022 -1.480
O 1.222 -1.178 -2.421
C 0.053 -2.863 -1.255
C -0.151 -4.217 -1.337
C -1.429 -4.700 -1.100
C -2.490 -3.862 -0.840
C -2.282 -2.495 -0.760
C -0.992 -1.964 -0.906
O -0.696 -0.659 -0.711
N -3.450 -1.632 -0.502
O -3.338 -0.437 -0.713
O -4.472 -2.189 -0.177
N -1.652 -6.163 -1.144
O -2.798 -6.540 -1.060
O -0.660 -6.853 -1.243
H 0.641 -4.910 -1.586
H -3.484 -4.266 -0.700
C -1.632 -0.168 2.344
C -0.452 -1.098 2.453
C -0.638 -2.395 2.913
C 0.425 -3.271 3.054
C 1.718 -2.858 2.767
C 1.958 -1.579 2.296
C 3.363 -1.086 2.083
C 0.863 -0.717 2.104
N 1.072 0.495 1.370
C 0.737 1.677 1.770
C 0.489 2.051 3.180
C 0.634 2.694 0.677
C 0.546 4.139 0.969
N 0.678 2.153 -0.499
C 0.365 2.749 -1.739
C 1.239 2.466 -2.813
C 2.489 1.614 -2.660
C 0.978 3.035 -4.047
C -0.143 3.831 -4.229
C -1.041 4.025 -3.193
C -0.826 3.485 -1.933
C -1.898 3.596 -0.885
H -2.559 -0.737 2.315
H -1.597 0.451 1.449
H -1.696 0.480 3.220
H -1.634 -2.717 3.193
H 0.253 -4.278 3.412
H 2.548 -3.535 2.920
H 4.036 -1.918 1.888
H 3.718 -0.576 2.981
H 3.439 -0.373 1.258
H 0.565 1.185 3.833
H -0.485 2.529 3.305
H 1.242 2.786 3.482
H 1.333 4.407 1.677
H -0.404 4.411 1.434
H 0.666 4.725 0.060
H 2.757 1.389 -1.610
H 3.341 2.150 -3.076
H 2.392 0.703 -3.249
H 1.656 2.864 -4.873
H -0.328 4.285 -5.193
H -1.945 4.595 -3.365
H -2.876 3.500 -1.355
H -1.883 4.570 -0.391
H -1.825 2.813 -0.131
*
```

=====

4.
The ion C3H10N3S with charge +1 at a distorted geometry. Source: OMol25; level of theory: ωB97M-V/def2-TZVPD.

orbital gap	9.191	eV
energy above the lowest of the compared OMol25 structures with the same formula, charge and spin	186.8	kJ/mol

```
! RIJCOSX wB97M-V def2-TZVPD def2/J DEFGRID3
* xyz 1 1
C 0.915 0.306 -0.271
C -2.659 -0.339 -0.204
C 1.999 1.383 -0.111
N -0.314 0.543 0.516
N -2.113 -1.496 0.009
N 1.181 -1.077 0.061
S -1.803 1.109 -0.073
H 0.503 0.142 -1.235
H -3.778 -0.049 -0.352
H 1.471 2.234 -0.500
H 2.922 1.300 -0.801
H 2.218 1.373 0.982
H -0.150 1.154 1.293
H -1.169 -1.672 0.111
H -2.679 -2.302 0.290
H 1.740 -1.561 -0.645
H 1.715 -1.047 0.930
*
```

=====

Number 1: E -9207.1472 eV. Number 2: E -381774.0423 eV. Number 3: E -49975.9004 eV. Number 4: E -18570.9365 eV.